This record from the OMol25 dataset describes the molecule C3H4N2S. The level of theory is wB97M-V/def2-TZVPD.

The SMILES is N#C[C@@H](N)C=S. The energy above the lowest of the compared OMol25 structures with the same formula, charge and spin comes out at 52.7 kcal/mol. The frontier orbital gap is 8.7 eV. As for the energy: -16989.2038 eV. As for the total charge: 0.

The geometry in XYZ format:
```
10
Properties=species:S:1:pos:R:3:lowdin_charge:R:1
N -0.018 -1.617 2.150 0.151
C 0.282 -0.925 1.291 -0.215
C 0.440 0.134 0.250 -0.362
N 0.979 -0.233 -1.117 0.025
C -1.039 0.790 0.078 -0.530
S -1.659 1.094 -1.396 0.755
H 1.220 0.755 0.770 0.144
H 1.157 -1.196 -1.319 0.073
H 0.270 0.110 -1.662 -0.098
H -1.631 1.089 0.954 0.055
```